1.
Computed, not measured: 2 unconnected molecules or ions with the total composition CHN4 in a non-equilibrium geometry, with wB97M-V/def2-TZVPD.

Last columns: bonded neighbours and bond lengths (Å).
Cartesian coordinates (Å):
1 C -0.7928 0.2685 0.8271  N3 1.163, H6 1.174
2 N 0.6947 -0.4417 -1.5543  N4 1.316, N5 1.290
3 N -1.7011 -0.4263 0.6133  C1 1.163
4 N 0.7285 0.3701 -0.5197  N2 1.316, N5 1.606
5 N 1.5067 -1.0180 -0.7339  N2 1.290, N4 1.606
6 H -0.4360 1.2473 1.3675  C1 1.174

Results
Calculated total energy, Eh: -257.56835
Net charge: -1
Energy above the lowest of the compared OMol25 structures with the same formula, charge and spin, kcal per mole: 136.5
LUMO level, Eh: 0.186

The natural (NBO) scheme yields these atomic charges, measured in e: 0.09, -0.04, -0.55, -0.40, -0.26, 0.16



2.
Computed, not measured: a single C5H9NO molecule in a non-equilibrium geometry, with wB97M-V/def2-TZVPD.

Last columns: bonded neighbours and bond lengths (Å).
Cartesian coordinates (Å):
1 C 0.3738 -1.4163 -1.8067  C2 1.505, H8 1.099, H9 1.094, H10 1.090
2 C 0.3317 -1.4048 -0.3022  C1 1.505, N3 1.450, C4 1.543, H11 1.102
3 N 1.0074 -0.5011 0.6091  C2 1.450, C4 1.455, H12 1.020
4 C -0.4436 -0.4026 0.5781  C2 1.543, N3 1.455, C5 1.554, H13 1.081
5 C -0.8953 1.0820 0.4935  C4 1.554, C6 1.488, O7 1.425, H14 1.093
6 C -0.2535 2.0414 1.4322  C5 1.488, O7 1.421, H15 1.096, H16 1.091
7 O 0.0966 2.0064 0.0554  C5 1.425, C6 1.421
8 H -0.0958 -2.3413 -2.1699  C1 1.099
9 H 1.3965 -1.4051 -2.1952  C1 1.094
10 H -0.1859 -0.5768 -2.2177  C1 1.090
11 H 0.5052 -2.4155 0.1004  C2 1.102
12 H 1.3163 0.3277 0.1011  N3 1.020
13 H -1.0121 -1.0020 1.2748  C4 1.081
14 H -1.9015 1.3605 0.1710  C5 1.093
15 H -0.7455 2.9677 1.7489  C6 1.096
16 H 0.5057 1.6799 2.1270  C6 1.091

Results
Calculated total energy, Eh: -325.79904
SMILES string: C[C@H]1N[C@H]1[C@H]1CO1
Energy above the lowest of the compared OMol25 structures with the same formula, charge and spin, kcal per mole: 86.9
LUMO level, Eh: 0.042

The natural (NBO) scheme yields these atomic charges, measured in e: -0.63, -0.06, -0.60, -0.12, 0.05, -0.11, -0.50, 0.22, 0.21, 0.21, 0.19, 0.36, 0.20, 0.20, 0.19, 0.19



3.
Computed, not measured: 2 unconnected molecules or ions with the total composition C7H20BNO4P, with wB97M-V/def2-TZVPD.

Last columns: bonded neighbours and bond lengths (Å).
Cartesian coordinates (Å):
1 C -0.3743 -2.0041 -2.5276  B2 1.618, H9 1.089, H10 1.092, H11 1.095
2 B 0.7088 -2.9564 -1.7933  C1 1.618, O3 1.417, N4 1.393
3 O 1.8189 -3.3187 -2.5966  B2 1.417, H12 0.959
4 N 0.4829 -3.4042 -0.4933  B2 1.393, P5 1.585
5 P 1.5830 -3.6003 0.6312  N4 1.585, O6 1.489, O7 1.637, O8 1.634
6 O 2.9323 -4.1434 0.3146  P5 1.489
7 O 0.8573 -4.4697 1.8126  P5 1.637, H13 0.966
8 O 1.7579 -2.2244 1.4949  P5 1.634, H14 0.965
9 H -0.4038 -1.0150 -2.0720  C1 1.089
10 H -1.3686 -2.4475 -2.4399  C1 1.092
11 H -0.1738 -1.8770 -3.5968  C1 1.095
12 H 1.5232 -3.4404 -3.5011  O3 0.959
13 H 0.7547 -5.3550 1.4403  O7 0.966
14 H 2.5932 -1.8325 1.2121  O8 0.965
15 C -1.1474 -0.2596 0.7917  C16 1.526, H21 1.091, H22 1.091, H23 1.089
16 C -1.6700 1.0044 0.1154  C15 1.526, C17 1.529, H24 1.096, H25 1.094
17 C -0.5706 1.8332 -0.5489  C16 1.529, C18 1.530, H26 1.095, H27 1.093
18 C 0.5026 2.3519 0.4100  C17 1.530, C19 1.527, H28 1.096, H29 1.092
19 C -0.0231 3.2105 1.5587  C18 1.527, C20 1.526, H30 1.094, H31 1.093
20 C -0.7205 4.4868 1.0972  C19 1.526, H32 1.093, H33 1.092, H34 1.091
21 H -0.4529 -0.0303 1.6014  C15 1.091
22 H -1.9652 -0.8403 1.2210  C15 1.091
23 H -0.6254 -0.9099 0.0912  C15 1.089
24 H -2.2132 1.6201 0.8413  C16 1.096
25 H -2.3998 0.7263 -0.6508  C16 1.094
26 H -1.0253 2.6747 -1.0827  C17 1.095
27 H -0.0810 1.2228 -1.3125  C17 1.093
28 H 1.2311 2.9359 -0.1636  C18 1.096
29 H 1.0548 1.5054 0.8248  C18 1.092
30 H 0.8177 3.4787 2.2048  C19 1.094
31 H -0.7060 2.6242 2.1787  C19 1.093
32 H -0.0464 5.1029 0.4970  C20 1.093
33 H -1.0503 5.0854 1.9486  C20 1.092
34 H -1.6006 4.2658 0.4914  C20 1.091

Results
Calculated total energy, Eh: -1000.89739
Net charge: -1
LUMO level, Eh: 0.112

The natural (NBO) scheme yields these atomic charges, measured in e: -0.98, 0.99, -0.91, -1.41, 2.44, -1.17, -1.00, -1.01, 0.21, 0.22, 0.18, 0.46, 0.48, 0.49, -0.62, -0.40, -0.40, -0.40, -0.40, -0.61, 0.20, 0.20, 0.25, 0.18, 0.20, 0.19, 0.21, 0.19, 0.21, 0.19, 0.20, 0.19, 0.20, 0.20



4.
Computed, not measured: a gas-phase ion, C4H6NO (charge +1) in a non-equilibrium geometry, with wB97M-V/def2-TZVPD.

Last columns: bonded neighbours and bond lengths (Å).
Cartesian coordinates (Å):
1 C -0.6567 -1.4352 1.1540  C2 1.384, C3 1.383, H7 1.118
2 C -0.4421 -1.3638 -0.2117  C1 1.384, C3 1.867, C4 1.592
3 C -0.6441 -0.0528 1.1015  C1 1.383, C2 1.867, C4 1.506, H8 1.101
4 C 0.3358 0.0142 -0.0402  C2 1.592, C3 1.506, N5 1.649, O6 1.363
5 N 0.0980 0.9865 -1.3504  C4 1.649, H9 1.051, H10 1.121, H11 1.134
6 O 1.6910 0.0399 0.0991  C4 1.363, H12 1.022
7 H -1.2880 -2.0282 1.8610  C1 1.118
8 H -1.5434 0.5533 1.2895  C3 1.101
9 H -0.4317 1.8902 -1.2687  N5 1.051
10 H -0.2406 0.1336 -1.9947  N5 1.121
11 H 1.1455 1.2116 -1.7203  N5 1.134
12 H 1.9763 0.0506 1.0808  O6 1.022

Results
Calculated total energy, Eh: -285.55681
Net charge: +1
SMILES string: [NH3+][C@]1(O)C2=C[C@H]21
Energy above the lowest of the compared OMol25 structures with the same formula, charge and spin, kcal per mole: 103.8
LUMO level, Eh: -0.157

The Mulliken scheme yields these atomic charges, measured in e: -0.06, -0.55, -0.52, 0.94, -0.49, -0.59, 0.37, 0.25, 0.35, 0.47, 0.41, 0.42



5.
Computed, not measured: a single C21H26N2O5S molecule in a non-equilibrium geometry, with wB97M-V/def2-TZVPD.

Last columns: bonded neighbours and bond lengths (Å).
Cartesian coordinates (Å):
1 C 3.6184 -0.5773 -1.6386  H2 1.088, H3 1.091, H4 1.091, O5 1.424
2 H 4.3827 -0.7536 -2.3929  C1 1.088
3 H 4.0592 -0.6192 -0.6416  C1 1.091
4 H 3.1435 0.3934 -1.7898  C1 1.091
5 O 2.6551 -1.6188 -1.7659  C1 1.424, C6 1.329
6 C 1.3720 -1.3029 -1.6264  O5 1.329, O7 1.203, C8 1.529
7 O 0.9541 -0.1948 -1.4128  C6 1.203
8 C 0.4968 -2.5476 -1.7793  C6 1.529, N9 1.437, H54 1.092, H55 1.094
9 N -0.8576 -2.3426 -1.3447  C8 1.437, C10 1.378, H53 1.010
10 C -1.1278 -1.8614 -0.0822  N9 1.378, C11 1.394, C15 1.413
11 C -0.1881 -1.9108 0.9469  C10 1.394, C12 1.378, H52 1.077
12 C -0.5065 -1.4690 2.2132  C11 1.378, C13 1.379, S33 1.789
13 C -1.7573 -0.9773 2.5225  C12 1.379, C14 1.386, H32 1.077
14 C -2.7083 -0.9248 1.5159  C13 1.386, C15 1.386, H31 1.079
15 C -2.4034 -1.3398 0.2293  C10 1.413, C14 1.386, O16 1.380
16 O -3.4137 -1.2988 -0.7091  C15 1.380, C17 1.374
17 C -3.2424 -0.5615 -1.8554  O16 1.374, C18 1.389, C22 1.393
18 C -2.2316 0.3779 -2.0159  C17 1.389, C19 1.389, H30 1.080
19 C -2.1089 1.0847 -3.2048  C18 1.389, C20 1.388, C26 1.497
20 C -3.0252 0.8592 -4.2230  C19 1.388, C21 1.385, H25 1.080
21 C -4.0484 -0.0592 -4.0536  C20 1.385, C22 1.381, H24 1.080
22 C -4.1614 -0.7770 -2.8793  C17 1.393, C21 1.381, H23 1.078
23 H -4.9455 -1.5025 -2.7335  C22 1.078
24 H -4.7606 -0.2239 -4.8482  C21 1.080
25 H -2.9400 1.4054 -5.1506  C20 1.080
26 C -0.9987 2.0781 -3.3568  C19 1.497, H27 1.087, H28 1.088, H29 1.090
27 H -0.7463 2.2239 -4.4044  C26 1.087
28 H -0.1175 1.7402 -2.8162  C26 1.088
29 H -1.3001 3.0408 -2.9434  C26 1.090
30 H -1.5242 0.5537 -1.2189  C18 1.080
31 H -3.7017 -0.5502 1.7082  C14 1.079
32 H -1.9724 -0.6562 3.5276  C13 1.077
33 S 0.8245 -1.3788 3.4046  C12 1.789, O34 1.435, O35 1.432, N36 1.667
34 O 1.8286 -2.3441 3.0607  S33 1.435
35 O 0.2888 -1.3795 4.7329  S33 1.432
36 N 1.4881 0.1269 3.1401  S33 1.667, C37 1.443, C41 1.444
37 C 0.6474 1.2464 3.4912  N36 1.443, C38 1.527, H50 1.090, H51 1.103
38 C 1.5042 2.5036 3.6207  C37 1.527, C39 1.527, H48 1.091, H49 1.091
39 C 2.2568 2.7510 2.3158  C38 1.527, C40 1.527, H46 1.091, H47 1.093
40 C 3.0889 1.5198 1.9665  C39 1.527, C41 1.527, H44 1.091, H45 1.091
41 C 2.1826 0.2933 1.8853  N36 1.444, C40 1.527, H42 1.091, H43 1.102
42 H 2.7626 -0.6177 1.7311  C41 1.091
43 H 1.4702 0.4136 1.0526  C41 1.102
44 H 3.8380 1.3547 2.7419  C40 1.091
45 H 3.5990 1.6613 1.0121  C40 1.091
46 H 2.9016 3.6262 2.4127  C39 1.091
47 H 1.5410 2.9438 1.5129  C39 1.093
48 H 2.2190 2.3606 4.4318  C38 1.091
49 H 0.8666 3.3544 3.8645  C38 1.091
50 H 0.1691 0.9948 4.4381  C37 1.090
51 H -0.1310 1.4052 2.7260  C37 1.103
52 H 0.8011 -2.3073 0.7929  C11 1.077
53 H -1.4931 -2.0194 -2.0605  N9 1.010
54 H 0.4903 -2.8334 -2.8335  C8 1.092
55 H 0.9612 -3.3635 -1.2167  C8 1.094

Results
Calculated total energy, Eh: -1699.73640
SMILES string: COC(=O)CNc1cc(S(=O)(=O)N2CCCCC2)ccc1Oc1cccc(C)c1
Energy above the lowest of the compared OMol25 structures with the same formula, charge and spin, kcal per mole: 54.7
LUMO level, Eh: 0.020

The natural (NBO) scheme yields these atomic charges, measured in e: -0.27, 0.20, 0.19, 0.21, -0.50, 0.79, -0.61, -0.32, -0.59, 0.13, -0.21, -0.34, -0.22, -0.22, 0.25, -0.50, 0.36, -0.33, 0.02, -0.25, -0.19, -0.29, 0.22, 0.22, 0.21, -0.64, 0.21, 0.23, 0.22, 0.24, 0.23, 0.24, 2.34, -0.94, -0.94, -0.67, -0.24, -0.40, -0.40, -0.40, -0.25, 0.23, 0.19, 0.21, 0.21, 0.21, 0.20, 0.21, 0.21, 0.24, 0.18, 0.23, 0.41, 0.24, 0.23